Entry 1:
Entry from the Open Molecules 2025 dataset: 2 unconnected molecules or ions with the total composition C5H8N in a non-equilibrium geometry (the ωB97M-V functional and the def2-TZVPD basis).

Last column: natural (NBO) charge in e.
Positions of all 14 atoms, in Å:
C1 -0.9429 -0.1994 0.6930  0.2200
C2 -1.0059 -1.4427 0.7012  -0.2023
C3 1.9443 -0.6959 0.1946  0.2264
C4 2.5115 -1.5719 -0.4280  -0.5357
C5 -1.6595 1.7200 -0.5067  -0.4299
N1 -1.0214 1.0700 0.6108  -0.5819
H1 1.6562 0.3249 0.4895  0.2545
H2 2.0622 -2.6701 -0.4463  0.3566
H3 -1.1205 -2.4098 0.8076  0.2314
H4 3.5350 -1.5860 -0.9432  0.3538
H5 -2.6920 1.2929 -0.7369  0.2403
H6 -1.7387 2.8247 -0.1596  0.2326
H7 -1.1481 1.7740 -1.4759  0.2177
H8 -0.3801 1.5693 1.2000  0.4165

Output
HOMO-LUMO gap (alpha / beta) = 0.2531 / 0.2040 hartree
total charge = +1
relative energy (zero: lowest compared OMol25 entry of this formula, charge and spin) = 170.28 kcal per mole
E_HOMO (alpha / beta) = -13.28 / -12.72 eV


Entry 2:
Entry from the Open Molecules 2025 dataset: a single C4H7NO molecule (the ωB97M-V functional and the def2-TZVPD basis).

Last column: natural (NBO) charge in e.
Positions of all 13 atoms, in Å:
C1 -1.1807 1.5111 0.8362  -0.4203
C2 -0.2332 0.5769 0.8314  -0.0072
N1 0.1262 -0.2498 -0.2636  -0.4687
C3 1.5489 -0.4830 -0.4133  -0.4170
C4 -0.7879 -1.0865 -0.8621  0.5427
O1 -0.5261 -2.0552 -1.5455  -0.5940
H1 -1.4269 2.0661 1.7405  0.2140
H2 -1.7628 1.7212 -0.0536  0.2036
H3 0.3355 0.3523 1.7354  0.1900
H4 2.0615 0.4820 -0.4928  0.2045
H5 1.7192 -1.0715 -1.3163  0.2412
H6 1.9411 -1.0157 0.4617  0.1933
H7 -1.8147 -0.7480 -0.6579  0.1179

Output
HOMO-LUMO gap = 0.3753 hartree
relative energy (zero: lowest compared OMol25 entry of this formula, charge and spin) = 29.44 kcal per mole
structure (SMILES) = C=CN(C)C=O
E_HOMO = -9.29 eV


Entry 3:
Entry from the Open Molecules 2025 dataset: a single C7H18FP molecule (the ωB97M-V functional and the def2-TZVPD basis).

Last column: natural (NBO) charge in e.
Positions of all 27 atoms, in Å:
C1 3.0704 -0.2212 1.0834  -0.6030
C2 2.5616 0.6504 -0.0596  -0.4097
C3 1.4268 0.0218 -0.8700  -0.5363
C4 1.3284 0.5560 -2.2934  -0.6231
P1 -0.2431 0.3206 -0.0105  0.8596
C5 -1.9445 0.7189 0.8070  -0.7653
C6 -3.0544 -0.1770 0.3251  0.2043
C7 -2.9352 -1.6179 0.8108  -0.6571
F1 -4.2926 0.3305 0.7681  -0.3843
H1 3.9245 0.2418 1.5814  0.2116
H2 2.3077 -0.3928 1.8460  0.1998
H3 3.3865 -1.2029 0.7218  0.2031
H4 3.3927 0.9091 -0.7238  0.2032
H5 2.2224 1.6170 0.3475  0.1928
H6 1.5517 -1.0697 -0.8870  0.1985
H7 0.7989 -0.1335 -2.9541  0.2139
H8 2.3141 0.7303 -2.7326  0.2141
H9 0.7942 1.5152 -2.3330  0.1991
H10 0.0026 1.7303 -0.1315  -0.0633
H11 -0.8945 -0.4527 -1.0202  -0.0642
H12 0.1790 -0.3780 1.1511  -0.0455
H13 -2.1896 1.7620 0.5872  0.2201
H14 -1.8452 0.6247 1.8942  0.2116
H15 -3.1206 -0.1380 -0.7668  0.1587
H16 -3.1292 -2.3468 0.0241  0.2167
H17 -3.6645 -1.7707 1.6072  0.2381
H18 -1.9482 -1.8275 1.2277  0.2064

Output
HOMO-LUMO gap = 0.3413 hartree
structure (SMILES) = CC[C@H](C)[PH3]C[C@@H](C)F
E_HOMO = -8.26 eV


Entry 4:
Entry from the Open Molecules 2025 dataset: a molecular structure, C25H23N4O3PtS in a non-equilibrium geometry (the ωB97M-V functional and the def2-TZVPD basis).

Last column: natural (NBO) charge in e.
Positions of all 57 atoms, in Å:
Pt1 0.3013 -0.1653 0.7992  1.2976
N1 0.1233 -7.1074 -3.1186  -0.7709
C1 -0.0756 -5.7925 -2.8456  0.2224
C2 1.0062 -4.8974 -2.8198  -0.2716
C3 0.8080 -3.5704 -2.5139  -0.1608
C4 -0.4801 -3.1060 -2.2562  -0.3906
C5 -1.5674 -3.9813 -2.2802  -0.1534
C6 -1.3679 -5.3076 -2.5781  -0.2654
S1 -0.7220 -1.4916 -1.7129  2.3031
O1 -1.9184 -0.9391 -2.2697  -0.9088
O2 0.5208 -0.7590 -1.8354  -0.9725
N2 -0.8633 -1.5594 -0.0225  -0.8646
C7 -2.0862 -1.3928 0.6378  0.5395
N3 -3.1867 -2.0118 0.2673  -0.4448
C8 -4.2386 -1.7927 1.0579  0.1244
C9 -4.1847 -0.9931 2.1921  -0.3208
C10 -2.9802 -0.3753 2.4722  0.1108
N4 -1.9238 -0.5630 1.6816  -0.5374
H1 1.0348 -7.4544 -3.3503  0.4001
H2 -0.6487 -7.7435 -3.1854  0.4006
H3 2.0018 -5.2548 -3.0493  0.2197
H4 1.6414 -2.8817 -2.4975  0.2419
H5 -2.5631 -3.6137 -2.0690  0.2482
H6 -2.2103 -5.9865 -2.6119  0.2203
H7 -5.1611 -2.2823 0.7698  0.2165
H8 -5.0481 -0.8531 2.8240  0.2464
H9 -2.8453 0.2799 3.3234  0.2201
C11 1.5525 5.7778 -2.2289  -0.1465
C12 1.9341 5.5409 -0.9111  -0.2091
C13 1.5016 4.4060 -0.2550  -0.1778
C14 0.6703 3.4947 -0.9190  -0.0457
C15 0.3018 3.7357 -2.2485  -0.1639
C16 0.7390 4.8759 -2.8993  -0.2093
C17 0.1804 2.2661 -0.3175  -0.1181
C18 0.4049 1.7710 0.9231  -0.1208
C19 0.7265 2.3322 2.2199  -0.0708
C20 1.6191 1.7082 3.0971  -0.1776
C21 1.8379 2.2524 4.3536  -0.2103
C22 1.1653 3.4015 4.7375  -0.1494
C23 0.2771 4.0360 3.8707  -0.2018
C24 0.0504 3.5014 2.6203  -0.1861
H10 1.9004 6.6681 -2.7356  0.2298
H11 2.5776 6.2444 -0.4007  0.2298
H12 1.8194 4.2237 0.7612  0.2214
H13 -0.3260 3.0200 -2.7645  0.2262
H14 0.4499 5.0588 -3.9248  0.2332
H15 -0.4074 1.6442 -0.9971  0.2500
H16 2.1478 0.8148 2.7909  0.2415
H17 2.5366 1.7820 5.0313  0.2342
H18 1.3266 3.8095 5.7268  0.2309
H19 -0.2326 4.9386 4.1782  0.2326
H20 -0.6401 3.9717 1.9322  0.2274
C25 2.5349 -1.9623 0.6172  -0.2685
O3 1.7148 -1.2216 1.5182  -0.6251
H21 3.3415 -2.3937 1.2142  0.2036
H22 2.9698 -1.3313 -0.1597  0.1836
H23 1.9601 -2.7711 0.1605  0.1866

Output
HOMO-LUMO gap (alpha / beta) = 0.1896 / 0.1962 hartree
total charge = +1
relative energy (zero: lowest compared OMol25 entry of this formula, charge and spin) = 49.19 kcal per mole
E_HOMO (alpha / beta) = -10.52 / -10.52 eV


Entry 5:
Entry from the Open Molecules 2025 dataset: a molecular structure, C53H98CrN11O3 in a non-equilibrium geometry (the ωB97M-V functional and the def2-TZVPD basis).

Last column: Löwdin spin population.
Positions of all 166 atoms, in Å:
Cr1 -2.0826 0.5350 -2.4605  2.8414
C1 -4.2403 0.8173 1.3547  0.0033
C2 -3.3399 1.8184 0.4969  0.0037
C3 -2.2123 2.4434 1.3130  0.0028
O1 -2.9315 1.2501 -0.7008  0.0835
H1 -4.5691 1.2610 2.2944  0.0002
H2 -3.7621 -0.1228 1.6298  0.0000
H3 -5.1761 0.6221 0.8310  0.0000
H4 -3.9861 2.6367 0.1794  0.0012
H5 -1.5109 1.7247 1.7368  0.0000
H6 -2.6956 3.0543 2.0755  0.0002
H7 -1.6578 3.1393 0.6835  0.0000
C4 1.1465 0.6292 0.1030  0.0021
C5 0.3978 -0.5585 -0.4247  -0.0003
C6 -0.4077 -1.2623 0.7146  0.0022
O2 -0.4602 -0.3833 -1.5235  0.0292
H8 1.9670 0.3330 0.7566  0.0002
H9 0.4934 1.3832 0.5424  0.0000
H10 1.5519 1.2177 -0.7200  0.0000
H11 1.1648 -1.2973 -0.6569  -0.0023
H12 0.1656 -1.2123 1.6403  0.0003
H13 -0.5216 -2.3234 0.4927  0.0000
H14 -1.4249 -0.8898 0.8350  -0.0002
C7 -0.8525 -1.3446 -6.2381  -0.0001
C8 -0.7595 0.0160 -5.5629  0.0024
C9 -0.9684 1.2200 -6.4760  0.0008
O3 -1.6220 0.0649 -4.4232  0.0383
H15 -0.2270 -1.4122 -7.1282  -0.0001
H16 -1.8297 -1.6308 -6.6271  0.0001
H17 -0.5425 -2.1606 -5.5852  0.0000
H18 0.2960 0.0041 -5.2912  0.0004
H19 -0.1753 1.2122 -7.2237  0.0001
H20 -0.9941 2.1661 -5.9354  -0.0001
H21 -1.9379 1.0868 -6.9560  0.0001
C10 -2.6106 4.9522 -5.5200  0.0001
C11 -3.6881 4.0231 -6.1929  0.0002
C12 -4.7544 3.4980 -5.2263  0.0007
C13 -4.2455 2.5412 -4.2813  0.0031
N1 -3.8153 1.7768 -3.4927  -0.0043
H22 -1.9108 4.3094 -4.9861  0.0000
H23 -3.0641 5.6414 -4.8077  0.0000
H24 -2.1014 5.6495 -6.1853  0.0000
H25 -3.1294 3.2395 -6.7046  0.0000
H26 -4.2228 4.5742 -6.9665  0.0000
H27 -5.4638 2.9156 -5.8142  0.0003
H28 -5.2194 4.2462 -4.5844  0.0000
C14 5.1244 1.1645 0.6742  0.0000
C15 5.0836 1.1768 -0.8453  0.0000
C16 5.4826 2.5547 -1.3968  0.0000
C17 4.7159 3.7259 -0.9379  0.0000
N2 4.1236 4.6039 -0.4832  0.0000
H29 4.3226 1.7513 1.1225  0.0000
H30 6.0636 1.5643 1.0566  0.0000
H31 5.1052 0.1534 1.0809  0.0000
H32 4.0431 0.9701 -1.0960  0.0000
H33 5.6436 0.3423 -1.2673  0.0000
H34 5.5395 2.5235 -2.4849  0.0000
H35 6.4602 2.7798 -0.9706  0.0000
C18 3.3550 -1.3608 -5.8363  0.0000
C19 3.5713 -1.6397 -4.3980  0.0000
C20 2.5135 -0.9060 -3.5263  0.0000
C21 2.6912 0.5633 -3.6731  0.0000
N3 2.8166 1.7199 -3.7955  0.0000
H36 3.2535 -0.2977 -6.0544  0.0000
H37 2.4979 -1.9574 -6.1487  0.0000
H38 4.1761 -1.7617 -6.4307  0.0000
H39 4.6038 -1.4048 -4.1396  0.0000
H40 3.4769 -2.7203 -4.2908  0.0000
H41 2.6047 -1.1766 -2.4744  0.0000
H42 1.4975 -1.1073 -3.8658  0.0000
C22 0.8290 4.4807 2.5133  0.0000
C23 2.0107 4.1883 3.4839  0.0000
C24 2.0359 5.1614 4.6744  0.0000
C25 0.7378 5.6981 5.1699  0.0000
N4 -0.2708 6.1546 5.4929  0.0000
H43 0.9780 3.8941 1.6068  0.0000
H44 0.8366 5.5260 2.2044  0.0000
H45 -0.1309 4.2150 2.9562  0.0000
H46 2.9910 4.2382 3.0098  0.0000
H47 1.9627 3.1732 3.8780  0.0000
H48 2.7486 5.9244 4.3614  0.0000
H49 2.5979 4.6950 5.4836  0.0000
C26 2.8802 0.1657 4.0426  0.0000
C27 1.9444 -0.8353 4.6750  0.0000
C28 2.2990 -1.2804 6.0880  0.0000
C29 3.5880 -1.9330 6.2496  0.0000
N5 4.5863 -2.4699 6.3857  0.0000
H50 2.5544 0.3407 3.0172  0.0000
H51 3.8836 -0.2553 3.9795  0.0000
H52 2.9677 1.1111 4.5779  0.0000
H53 1.8517 -1.6683 3.9782  0.0000
H54 0.9567 -0.3760 4.7152  0.0000
H55 1.5100 -1.8532 6.5752  0.0000
H56 2.1909 -0.3974 6.7179  0.0000
C30 -0.2189 6.1363 -1.2419  0.0000
C31 0.9360 5.4952 -2.0206  0.0002
C32 1.0949 3.9898 -1.7440  0.0003
C33 -0.0327 3.1536 -2.2143  0.0007
N6 -0.9125 2.4851 -2.5932  -0.0096
H57 -1.2092 5.7645 -1.5051  0.0000
H58 -0.1934 7.2087 -1.4358  0.0000
H59 0.0342 5.9757 -0.1940  0.0000
H60 1.8783 5.9927 -1.7909  0.0000
H61 0.8166 5.6222 -3.0965  0.0000
H62 1.1093 3.7672 -0.6770  0.0000
H63 2.0170 3.5977 -2.1731  0.0001
C34 4.6255 -3.9062 2.9989  0.0000
C35 3.2670 -4.0024 2.3710  0.0000
C36 2.9785 -2.8576 1.4326  -0.0001
C37 3.8675 -2.7205 0.2543  -0.0001
N7 4.5794 -2.6061 -0.6502  0.0000
H64 4.7529 -4.5541 3.8662  0.0000
H65 4.7446 -2.9252 3.4588  0.0000
H66 5.4790 -4.0143 2.3295  0.0000
H67 2.4946 -4.0008 3.1401  0.0000
H68 3.1216 -4.9109 1.7866  0.0000
H69 3.0600 -1.8849 1.9177  0.0000
H70 1.9819 -2.8913 0.9923  -0.0001
C38 -2.3064 0.7036 4.4678  0.0000
C39 -3.4486 -0.3102 4.8251  0.0000
C40 -4.3655 0.2387 5.9697  0.0000
C41 -5.1259 1.4399 5.5979  0.0000
N8 -5.7265 2.3684 5.2524  0.0000
H71 -1.6029 0.8886 5.2795  0.0000
H72 -2.7186 1.6293 4.0663  0.0000
H73 -1.7026 0.2746 3.6682  0.0000
H74 -2.9630 -1.2505 5.0861  0.0000
H75 -4.1110 -0.3867 3.9629  0.0000
H76 -3.7289 0.4771 6.8218  0.0000
H77 -5.0563 -0.5184 6.3407  0.0000
C42 -1.0184 -5.7702 -2.7003  0.0000
C43 -0.5999 -4.3192 -2.6304  0.0000
C44 0.8869 -4.0697 -2.5363  0.0000
C45 1.6824 -4.8709 -1.5707  0.0000
N9 2.3275 -5.4927 -0.8452  0.0000
H78 -0.3520 -6.3476 -3.3411  0.0000
H79 -2.0331 -5.8877 -3.0808  0.0000
H80 -1.1096 -6.2360 -1.7190  0.0000
H81 -1.1729 -3.8780 -1.8149  0.0000
H82 -1.0558 -3.8015 -3.4744  0.0000
H83 1.1428 -3.0271 -2.3475  0.0000
H84 1.3462 -4.2767 -3.5029  0.0000
C46 -3.7019 -3.4199 0.5650  0.0001
C47 -4.9362 -3.6377 -0.2754  0.0001
C48 -4.6494 -3.5187 -1.7628  0.0007
C49 -4.0068 -2.2169 -2.1329  0.0036
N10 -3.4780 -1.2464 -2.4311  -0.0059
H85 -2.9402 -4.1514 0.2953  0.0000
H86 -3.8298 -3.5266 1.6422  0.0000
H87 -3.2641 -2.4326 0.4177  0.0000
H88 -5.6911 -2.8682 -0.1140  0.0000
H89 -5.3843 -4.6148 -0.0951  0.0000
H90 -5.5687 -3.5856 -2.3447  0.0002
H91 -3.9978 -4.3353 -2.0739  0.0001
C50 -0.4238 -4.2761 2.9281  0.0000
C51 -0.8017 -3.2712 4.0257  0.0000
C52 -1.7407 -3.7640 5.1032  0.0000
C53 -3.0338 -4.1881 4.6207  0.0000
N11 -4.0363 -4.5875 4.2923  0.0000
H92 -1.2784 -4.6335 2.3536  0.0000
H93 0.1837 -5.0587 3.3826  0.0000
H94 0.2354 -3.8095 2.1961  0.0000
H95 -1.2505 -2.3574 3.6363  0.0000
H96 0.1021 -2.9718 4.5564  0.0000
H97 -2.0080 -3.0257 5.8592  0.0000
H98 -1.3348 -4.5586 5.7292  0.0000

Output
<S²> = 3.7811
HOMO-LUMO gap (alpha / beta) = 0.2721 / 0.2868 hartree
spin multiplicity = 4
E_HOMO (alpha / beta) = -7.80 / -7.73 eV


Number 1: electronic energy -249.55379 hartree. Number 2: electronic energy -286.58474 hartree. Number 3: electronic energy -718.63268 hartree. Number 4: electronic energy -1928.32031 hartree. Number 5: electronic energy -3950.64106 hartree.